Entry 1:
C12H17N3 | wB97M-V/def2-TZVPD

Results
* frontier orbital gap: 9.29 eV
* structure (SMILES): C=C1N=C[C@@H](n2ccc(CC)n2)C1(C)C
* multiplicity: 1
* maximum force: 6.10 eV Å⁻¹
* HOMO energy: -8.5 eV
* ΔE to the lowest compared entry with this formula, charge and spin: 377.7 kJ/mol

Element x y z (Å)
C  -1.8814  2.0409  1.0251
C  -1.1843  2.2346  -0.1457
C  -1.9629  0.6066  1.1641
C  -1.1244  -1.0887  -1.9090
C  0.9519  -1.6723  -1.8286
C  1.8816  -2.6340  -1.6019
C  -0.2411  0.4716  -1.8568
C  1.1342  -0.1362  -1.6713
C  1.7786  0.1194  -0.2871
C  2.0303  0.4049  -2.7852
C  -1.5973  -1.1484  2.8660
C  -2.5575  -0.1535  2.3142
N  -1.4199  0.0079  0.1408
N  -0.3132  -2.0401  -1.8340
N  -0.9013  1.0155  -0.7102
H  -2.1956  2.8174  1.7142
H  -1.2814  3.1207  -0.7785
H  -2.1554  -1.3437  -1.7997
H  1.7138  -3.7291  -1.8532
H  2.9181  -2.2192  -1.6221
H  -0.2966  0.9498  -2.7490
H  1.7645  1.2445  0.0026
H  2.9144  -0.0632  -0.2505
H  1.4522  -0.5376  0.5245
H  2.0876  1.5395  -2.9470
H  1.7878  0.0807  -3.8157
H  3.0978  0.0016  -2.7553
H  -1.9444  -1.5380  3.8026
H  -0.6469  -0.6394  3.0051
H  -1.3361  -1.9034  2.1081
H  -2.7594  0.6709  3.0501
H  -3.5068  -0.6653  1.9713


Entry 2:
C40H56B2N8O16Pb2 | wB97M-V/def2-TZVPD

Results
* frontier orbital gap: 1.44 eV
* multiplicity: 1
* maximum force: 6.92 eV Å⁻¹
* HOMO energy: -12.3 eV
* charge: +2

Element x y z (Å)
Pb  2.6678  -1.8256  -8.9203
Pb  5.4219  -5.3476  10.9373
O  9.7947  -5.8446  2.4912
C  8.9871  -6.0626  1.5784
O  9.0653  -5.9131  0.1771
B  7.7669  -6.2729  -0.4592
O  6.9512  -6.7860  0.7245
C  7.5908  -6.6847  1.7737
O  7.2158  -6.9708  2.9194
O  7.8582  -7.2026  -1.6197
C  7.5297  -6.6301  -2.7757
O  7.5409  -7.1450  -3.8662
C  7.1419  -5.2045  -2.4218
O  7.0781  -5.0772  -1.0941
O  6.6514  -4.4616  -3.3107
O  -1.7077  -3.4232  4.4958
C  -0.8384  -3.1072  3.7191
O  -1.0796  -2.5424  2.5846
B  0.1769  -2.2126  1.8575
O  1.2462  -2.7387  2.7002
C  0.7266  -3.1426  3.8795
O  1.3985  -3.5935  4.8537
O  0.2268  -2.6837  0.4671
C  0.2491  -1.7461  -0.4593
O  0.4444  -1.8500  -1.6392
C  0.0716  -0.4472  0.3366
O  0.1485  -0.7606  1.6624
O  -0.1027  0.7004  -0.1283
C  7.6476  1.8230  1.3884
C  7.8946  1.7199  2.9266
C  7.4347  0.3785  3.4855
C  7.7556  -0.1277  4.8261
N  8.0577  -0.5091  5.8898
H  8.0640  0.9271  0.9279
H  8.2566  2.6819  1.1062
H  6.6291  1.9647  1.0269
H  7.5891  2.5954  3.4996
H  8.9701  1.7166  3.1036
H  7.7375  -0.4260  2.8153
H  6.3476  0.3468  3.4129
C  -8.0936  1.9155  -4.3524
C  -6.6109  1.9521  -4.5733
C  -6.0076  3.2741  -4.5730
C  -6.2495  4.1323  -5.7476
N  -6.5080  4.8407  -6.6525
H  -8.6902  1.8660  -5.2633
H  -8.4698  2.7747  -3.7971
H  -8.3243  1.0240  -3.7693
H  -6.3165  1.2356  -5.3401
H  -6.1156  1.4585  -3.7372
H  -4.9600  3.0137  -4.7245
H  -6.1613  3.7354  -3.5975
C  -0.2196  2.9520  6.8955
C  -0.9606  2.8960  8.2650
C  -1.1082  1.4302  8.7718
C  0.2268  0.9183  9.1618
N  1.2858  0.5818  9.4372
H  0.5827  2.2174  6.8266
H  0.2855  3.9093  6.7674
H  -0.8922  2.8013  6.0510
H  -1.9327  3.3629  8.4236
H  -0.2638  3.3727  8.9545
H  -1.4801  0.8270  7.9436
H  -1.8477  1.4531  9.5722
C  -4.7106  -5.4425  -3.7742
C  -5.2647  -5.5588  -5.1318
C  -4.5430  -5.0312  -6.3446
C  -3.1358  -5.3886  -6.4007
N  -1.9688  -5.6189  -6.4672
H  -3.8521  -6.0935  -3.6091
H  -5.3655  -5.7093  -2.9448
H  -4.4261  -4.4370  -3.4642
H  -6.2273  -5.0680  -4.9884
H  -5.4900  -6.5888  -5.4083
H  -4.5962  -3.9445  -6.4113
H  -5.0634  -5.5329  -7.1604
C  -7.6545  2.0414  4.4790
C  -7.3583  1.5372  3.0753
C  -7.5684  0.0474  2.7888
C  -8.9206  -0.4480  2.4637
N  -9.9391  -0.8486  2.1879
H  -7.1268  1.4802  5.2501
H  -8.7166  1.8369  4.6142
H  -7.4680  3.1077  4.6068
H  -6.3354  1.8199  2.8265
H  -7.9769  2.0343  2.3281
H  -7.0596  -0.4982  3.5835
H  -7.1213  -0.1277  1.8102
C  -2.8097  9.9007  -1.1030
C  -2.5255  10.9919  -2.1716
C  -3.0518  12.3922  -1.7155
C  -2.4252  12.8057  -0.5125
N  -1.8370  13.2094  0.4494
H  -2.0528  10.0738  -0.3380
H  -2.4682  8.9864  -1.5882
H  -3.8495  9.9470  -0.7795
H  -2.9470  10.7109  -3.1367
H  -1.4638  11.0355  -2.4143
H  -4.1352  12.3357  -1.6099
H  -2.8342  13.1902  -2.4254
C  5.6403  7.5114  -5.3310
C  4.2949  7.8845  -5.9382
C  3.1281  6.8443  -5.5602
C  3.4194  5.4516  -6.0168
N  3.6484  4.3425  -6.3291
H  6.4188  8.0871  -5.8316
H  5.8123  6.4392  -5.4255
H  5.5841  7.8563  -4.2985
H  4.4351  8.0689  -7.0033
H  4.0492  8.8434  -5.4819
H  2.2056  7.0460  -6.1046
H  2.8797  6.7671  -4.5017
C  1.4067  -10.2696  -0.4827
C  0.9556  -9.6749  0.8721
C  0.8017  -10.7397  2.0010
C  2.1445  -11.0780  2.5619
N  3.1918  -11.3989  2.9304
H  2.4784  -10.4556  -0.5535
H  1.1634  -9.4980  -1.2131
H  0.7827  -11.1168  -0.7670
H  -0.0238  -9.2525  0.6475
H  1.6697  -8.8887  1.1171
H  0.3518  -11.6636  1.6374
H  0.0749  -10.3135  2.6924


Entry 3:
C8H6ClN | wB97M-V/def2-TZVPD

Results
* frontier orbital gap: 7.49 eV
* multiplicity: 1
* maximum force: 5.30 eV Å⁻¹
* HOMO energy: -7.7 eV
* ΔE to the lowest compared entry with this formula, charge and spin: 464.6 kJ/mol

Element x y z (Å)
C  1.7385  1.9777  0.5394
C  1.3127  2.3678  -0.7102
C  0.1101  -0.2513  -0.6695
C  0.5173  -0.0819  0.6754
C  -0.0365  -1.2550  0.2383
C  1.2464  0.8905  1.2824
C  0.5093  1.7148  -1.5890
C  -0.6145  -2.5733  0.3437
N  -0.1466  1.7653  -2.6289
Cl  1.6539  0.7077  2.9437
H  2.4728  2.5655  0.9662
H  1.8606  3.2210  -1.1313
H  0.0907  -3.1422  1.1226
H  -0.5259  -3.0875  -0.5406
H  -1.6240  -2.5254  0.8022
H  -0.2382  0.9119  -3.2244


| no. | E_tot (eV) |
| --- | --- |
| 1 | -17186.29572 |
| 2 | -98891.06300 |
| 3 | -22399.60095 |